[1]
The following is a quantum chemistry calculation of C6H16IO2Zn as an isolated structure at a distorted geometry, from the Open Molecules 2025 dataset.

```
! RIJCOSX wB97M-V def2-TZVPD def2/J DEFGRID3
* xyz 1 1
H -19.354 9.606 -26.912
H -15.686 0.270 -29.508
H -20.347 11.975 -26.871
H -18.361 9.776 -29.199
H -18.835 12.724 -26.760
H -17.145 9.578 -27.133
Zn -10.705 10.414 -28.364
O -16.719 3.017 -27.830
C -19.322 11.770 -26.562
H -15.401 1.584 -27.438
C -18.822 10.479 -27.287
H -16.735 1.551 -30.089
H -17.566 1.052 -26.349
H -20.010 10.418 -29.106
H -15.067 1.922 -29.636
C -17.437 0.730 -27.382
H -18.408 0.900 -27.849
O -17.499 10.454 -26.961
C -18.981 10.568 -28.778
H -17.205 -0.334 -27.420
I -13.286 7.166 -28.517
C -15.940 1.322 -29.378
C -16.346 1.671 -27.975
H -18.640 11.518 -29.189
H -19.471 11.702 -25.484
H -15.991 3.591 -28.081
*
```

Results
Lowest unoccupied orbital energy ... -9.9 eV
Orbital gap ... 0.07920 Ha

Here are the natural (NBO) charges for atoms 1 to 5, given in e:
1. H 0.16
2. H 0.22
3. H 0.21
4. H 0.19
5. H 0.22

***

[2]
The following is a quantum chemistry calculation of C21H18N3O2RhS as an isolated structure at a distorted geometry, from the Open Molecules 2025 dataset.

```
! RIJCOSX wB97M-V def2-TZVPD def2/J DEFGRID3
* xyz 0 1
C -1.746 2.647 -0.683
C -1.861 2.839 1.826
H -3.380 -6.038 0.650
C -1.365 2.425 3.041
Rh 0.289 0.775 -1.266
C 0.231 1.093 1.885
H 1.065 0.405 1.859
H -1.014 -5.990 1.360
C 2.762 -0.425 -0.072
H -3.484 3.815 -3.484
C -2.750 -5.201 0.377
H 3.538 -2.405 0.143
H 0.418 -4.054 0.765
N 0.939 -1.828 -0.218
H -1.620 2.043 -3.951
H 3.998 3.488 -0.020
C -1.865 2.420 -2.968
C 3.404 0.810 -0.281
C 3.427 -1.498 0.738
N 1.546 -0.651 -0.531
C -1.292 2.351 0.646
H 4.377 0.929 0.176
C -3.267 -4.152 -0.370
H 3.222 3.945 -1.552
C -2.468 -3.067 -0.692
H 0.106 1.171 4.014
C 2.939 1.904 -1.010
O -0.929 -0.803 -1.098
C -0.333 -1.820 -0.547
H -1.803 2.788 3.962
C -2.847 3.342 -2.754
H 4.407 -1.175 1.084
H -2.856 -2.239 -1.270
C 3.770 3.161 -1.035
H -2.690 3.530 1.758
S -3.028 3.742 -1.098
C -1.211 2.013 -1.773
C -0.300 1.527 3.079
H 4.717 2.992 -1.551
C -0.618 -4.091 0.458
N -0.241 1.496 0.708
C -1.422 -5.170 0.782
C -1.141 -3.023 -0.270
H -4.299 -4.178 -0.695
H 2.805 -1.765 1.593
O 1.870 1.923 -1.714
*
```

Results
Lowest unoccupied orbital energy ... -0.9 eV
Orbital gap ... 0.23829 Ha

Here are the natural (NBO) charges for atoms 1 to 5, given in e:
1. C -0.35
2. C -0.24
3. H 0.21
4. C -0.13
5. Rh 1.15

***

[3]
The following is a quantum chemistry calculation of a 2-piece molecular cluster, C3HN2OS overall at a distorted geometry, from the Open Molecules 2025 dataset.

```
! RIJCOSX wB97M-V def2-TZVPD def2/J DEFGRID3
* xyz 1 1
H 0.194 1.773 0.245
S 3.223 0.716 0.287
C 1.852 1.361 0.047
C 0.833 -1.351 -0.056
N 0.509 -0.278 0.277
C 1.045 -2.634 -0.176
N 0.922 2.003 -0.360
O 0.910 -3.753 -0.060
*
```

Results
Lowest unoccupied orbital energy ... -8.6 eV
Orbital gap ... 0.19788 Ha

Here are the natural (NBO) charges for atoms 1 to 5, given in e:
1. H 0.40
2. S 0.19
3. C 0.14
4. C 0.02
5. N 0.07

***

[4]
The following is a quantum chemistry calculation of C3H7N3 as an isolated structure at a distorted geometry, from the Open Molecules 2025 dataset.

```
! RIJCOSX wB97M-V def2-TZVPD def2/J DEFGRID3
* xyz 0 1
C 1.151 1.351 -0.140
H 2.371 1.834 0.265
H 0.294 2.233 0.291
H 0.288 -1.413 -1.244
N -2.169 0.363 -0.573
C 1.143 -1.224 -0.567
H -0.789 -0.790 1.748
N -1.353 -0.184 0.125
H 2.173 -0.770 -0.933
H 0.985 -2.310 0.083
N 0.990 -0.037 0.489
C -0.372 -0.306 0.851
H 0.867 1.298 -1.361
*
```

Results
Lowest unoccupied orbital energy ... 0.6 eV
Orbital gap ... 0.32450 Ha

Here are the natural (NBO) charges for atoms 1 to 5, given in e:
1. C -0.50
2. H 0.24
3. H 0.24
4. H 0.20
5. N -0.11

***

[5]
The following is a quantum chemistry calculation of a 13-piece molecular cluster, C42H112N2O18 overall at a distorted geometry, from the Open Molecules 2025 dataset.

```
! RIJCOSX wB97M-V def2-TZVPD def2/J DEFGRID3
* xyz 0 1
H -2.195 -0.591 2.052
C -7.852 1.665 -5.991
O -3.606 -3.712 -0.036
C -1.975 0.133 1.272
H 8.038 3.221 0.433
H -1.307 -2.760 -1.826
C 2.441 -5.135 0.904
C 4.283 -6.735 0.270
H 4.240 2.954 -5.148
C 3.939 -5.384 0.832
H -4.376 -0.867 4.804
C 2.998 1.736 3.449
H -1.907 -4.028 -2.895
H 2.817 1.225 -3.509
N -4.477 1.954 -3.526
H 4.034 -6.746 -0.790
H -2.554 2.537 -0.753
C -5.095 0.702 -3.916
H -0.219 1.968 0.775
H 0.333 0.796 -5.924
H 0.198 -1.017 -3.425
H -2.665 -0.087 0.440
H -3.435 -1.405 -1.026
O 2.688 4.564 -3.412
O -0.646 0.004 0.896
C 0.155 -3.546 3.448
H -0.963 5.981 -0.942
H 1.933 -5.736 1.674
H 5.780 0.141 -1.807
H -4.860 -2.013 -1.974
H -5.737 -3.907 6.562
H 2.024 4.561 -4.109
H -4.347 -0.099 -3.934
H -3.525 -4.650 0.164
H 1.874 3.479 3.872
H 4.002 1.433 3.096
C 4.896 -1.472 4.861
H 5.906 0.777 -0.121
H 2.194 2.483 -4.662
H 4.227 -1.492 2.037
H -2.222 1.147 1.626
H -4.860 1.713 -1.473
H -2.557 5.908 -2.269
C -5.831 0.734 -5.218
O 4.253 2.300 -4.442
H -5.149 2.713 -3.500
H -0.516 3.902 0.495
H -6.567 -3.221 5.127
H -1.747 5.547 2.733
H 5.362 -6.990 0.311
H -5.355 2.989 2.337
H -1.538 4.669 -2.946
H 2.261 -4.098 1.243
O -0.647 -1.103 -3.916
H 1.889 -0.890 2.774
C 5.007 -2.522 3.768
H -3.333 -4.331 4.022
C -5.333 0.540 1.111
H 5.902 3.872 -0.612
O 4.528 -4.437 -0.104
H -3.976 -4.198 -2.023
H 0.198 -3.433 4.537
H 1.517 1.618 -0.949
C 2.608 3.152 3.119
O -1.077 -4.182 3.080
H 6.027 -1.240 2.359
C 0.385 -2.553 -5.646
H 3.926 -7.609 0.833
H -2.508 5.391 -0.317
H 0.267 -1.010 -0.992
H 1.823 -2.402 -1.311
H 3.079 1.469 4.507
H 3.454 3.842 3.134
O 7.980 1.304 -0.281
H 5.748 2.179 -1.247
C -4.005 1.766 -2.163
H -4.990 -0.459 0.834
O 3.906 -3.389 3.835
O -6.717 1.844 -5.201
O -5.978 -0.174 3.433
H -5.819 -2.150 6.324
H -6.433 -0.177 -5.333
H -8.375 2.599 -6.176
H 4.370 -5.122 1.802
H 1.793 0.600 0.463
H 5.839 -3.174 4.040
H -1.400 -4.412 -1.178
C -0.217 1.080 0.139
O -4.267 -4.206 4.255
H -0.110 -2.227 1.789
H 1.453 -2.586 -5.401
H 5.466 -2.652 1.666
H -3.607 0.746 -2.204
C -2.205 4.897 -2.085
H -7.576 1.327 -7.035
C 7.304 2.431 0.195
H -1.129 -4.332 2.131
H -6.197 -0.954 2.927
H 4.164 -1.960 -1.590
H -5.136 -1.843 3.525
H -4.699 1.261 0.580
H 1.592 4.009 1.719
C -0.197 -1.189 -5.301
C -5.733 -3.124 5.814
H 7.258 1.912 2.286
H 3.723 3.405 -2.254
H 8.465 0.918 0.455
H 5.585 -0.641 4.702
H 1.536 0.082 -4.816
H 1.920 3.126 -2.195
C 0.395 -2.205 2.776
O 2.070 0.792 2.885
O 0.513 5.530 1.301
C -1.479 4.628 2.218
C 5.551 -0.041 -0.762
N 1.119 -0.496 -1.215
H -2.115 2.427 -2.466
C 2.811 3.281 -2.815
H 6.034 -0.917 -0.306
H 5.866 2.864 1.796
H -2.388 4.036 2.073
H -6.348 0.728 0.742
H -1.066 -1.017 -5.943
H -0.125 -3.407 -5.204
O 2.026 3.138 1.818
H -1.582 4.828 -1.182
H -1.732 6.741 0.484
C 2.941 2.223 -3.913
C -4.385 -3.039 5.103
H 3.349 -0.605 -2.435
C 0.821 -0.127 -5.611
C 5.158 -1.908 2.425
C -5.263 0.836 2.625
C -3.343 -3.496 -1.452
H -0.916 1.229 -0.706
C -0.764 4.872 0.928
H 1.013 -4.214 3.232
C -5.796 2.192 2.942
H 3.859 -1.127 4.828
H 1.481 -0.449 -6.427
H -3.340 -1.809 -2.748
H -0.152 -1.417 3.323
C 1.152 0.728 -0.427
C -2.935 2.719 -1.768
C 3.517 -1.084 -1.449
H 0.409 6.469 1.154
H 1.854 -5.310 -0.004
H 3.082 -2.864 3.854
C -1.529 5.794 -0.032
H 5.126 -1.908 5.828
H 5.993 1.146 1.232
O -3.299 4.026 -2.059
C 2.163 -1.450 -0.875
H -3.356 -1.682 3.698
H 0.332 -2.703 -6.733
C -4.301 -1.805 4.228
H 2.303 -1.697 0.195
H -8.561 0.868 -5.696
H -6.882 2.295 2.827
C -1.864 -3.696 -1.855
H 3.974 -3.648 -0.018
O 1.766 -1.902 2.734
H 1.775 1.169 2.029
H -5.796 0.405 -3.098
C -3.787 -2.096 -1.788
H -0.821 3.996 2.820
H 7.088 3.266 -1.744
C 6.534 2.060 1.481
H -5.616 2.449 3.993
H -4.196 0.777 2.934
H -5.167 0.855 -6.085
C 6.424 2.976 -0.926
O 4.145 -0.093 -0.592
H -3.586 -3.067 5.857
*
```

Results
Lowest unoccupied orbital energy ... 0.3 eV
Orbital gap ... 0.34074 Ha

Here are the Löwdin charges for atoms 1 to 5, given in e:
1. H 0.08
2. C -0.14
3. O -0.06
4. C -0.10
5. H 0.13

***

[6]
The following is a quantum chemistry calculation of a 12-piece molecular cluster, C4H34N2O11S overall at a distorted geometry, from the Open Molecules 2025 dataset.

```
! RIJCOSX wB97M-V def2-TZVPD def2/J DEFGRID3
* xyz 0 1
H -3.307 -2.936 0.967
H 0.103 -3.410 0.132
H -1.553 1.717 0.330
H 3.278 0.997 -0.281
H -1.790 -2.563 0.841
O 1.831 1.002 4.044
H 2.072 -3.926 1.094
O 4.053 1.525 -0.597
H -3.931 -0.037 -1.605
O 3.238 -0.778 2.508
O -3.251 -0.339 -2.246
H 0.439 0.661 2.243
H 0.820 2.058 -1.259
C -0.351 1.259 -2.888
H 1.878 -2.431 1.438
H -3.000 -1.927 -1.649
N -0.149 0.399 -0.512
H -0.943 -0.142 -0.766
C -1.469 2.297 -2.616
C -0.527 1.404 0.626
H 2.634 -0.629 0.790
H -2.151 2.412 -3.438
H 2.059 1.444 3.234
H 2.359 3.461 1.823
H -2.232 2.070 -1.769
H -0.608 -0.216 1.853
O -2.595 -2.383 1.349
H 3.022 -1.115 3.424
H -0.803 0.323 -3.208
C 0.492 1.082 -1.657
H 0.370 4.010 -2.284
O -4.260 -0.744 0.205
H 0.166 1.574 -3.804
H 0.971 1.311 4.436
O 2.770 2.625 1.693
H 0.062 2.310 0.539
H 4.747 1.225 -0.002
O 1.538 -3.316 1.620
H -2.087 -3.021 -0.974
H -4.466 -1.608 -0.156
O -0.334 -3.288 -0.716
H 3.446 2.422 1.067
H 1.151 -0.877 0.158
H 3.917 -0.142 2.719
H 1.491 0.554 -1.848
S -0.955 4.058 -2.360
O 2.115 -1.093 0.136
N -0.518 0.807 1.918
O -2.976 -2.798 -1.235
H -3.432 -0.856 0.754
H -3.687 -1.058 -2.690
H 0.351 -3.372 -1.381
*
```

Results
SMILES ... NCNCCCS.O.O.O.O.O.O.O.O.O.O.O
Lowest unoccupied orbital energy ... 0.0 eV
Orbital gap ... 0.32607 Ha

Here are the natural (NBO) charges for atoms 1 to 5, given in e:
1. H 0.49
2. H 0.51
3. H 0.17
4. H 0.48
5. H 0.48

***

[7]
The following is a quantum chemistry calculation of C17H29BNO4P2Re as an isolated structure at a distorted geometry, from the Open Molecules 2025 dataset.

```
! RIJCOSX wB97M-V def2-TZVPD def2/J DEFGRID3
* xyz 1 4
H -0.765 -0.147 7.493
C 0.402 0.953 3.969
C -0.547 -0.083 4.123
H 2.727 3.307 -4.306
H -4.371 0.958 -0.737
O 0.770 1.078 2.665
H 2.285 4.632 -4.964
H 3.152 -1.693 1.647
C 3.201 0.859 -0.202
N -0.116 -0.996 -2.158
C 2.334 -1.211 -2.047
C -0.428 0.142 6.495
H -4.378 -1.086 0.682
C -3.320 1.235 -0.545
P 2.167 -0.620 -0.286
H -3.355 -0.649 -2.456
H -2.864 1.817 -1.365
O -0.861 -0.620 2.919
C -0.951 -0.515 5.375
H 4.260 0.583 -0.198
B -0.046 0.113 1.946
C 0.909 1.618 5.073
Re -0.076 -0.302 -0.107
O 2.022 3.975 -4.279
H -3.118 -0.689 1.923
C 0.482 1.204 6.345
H 1.607 2.448 4.932
P -2.321 -0.256 -0.279
H 2.983 1.515 -1.056
C -1.310 -1.268 -2.707
H 2.976 1.391 0.729
H -0.844 3.161 -1.577
C -0.207 -1.730 -4.823
H -2.917 -2.185 -1.652
H 2.658 -2.272 -1.963
C 1.026 -1.461 -4.209
H -3.266 1.821 0.380
H -1.680 -1.324 5.463
O -1.048 2.365 -2.090
H 3.097 -0.617 -2.555
C -1.350 -1.676 -4.032
H 2.794 -2.874 0.364
C 3.185 -1.873 0.567
C -2.570 -1.165 -1.885
H -0.245 -2.012 -5.875
H 0.848 1.735 7.227
H -2.346 -1.911 -4.395
H -1.326 2.686 -2.970
H 1.989 -1.513 -4.716
H 0.001 -1.862 0.464
H -2.983 -2.200 0.997
C -3.310 -1.153 0.947
H 4.231 -1.826 0.236
C 1.037 -1.179 -2.839
H -0.226 1.368 0.312
*
```

Results
⟨S²⟩ ... 3.77
Lowest unoccupied orbital energy (alpha / beta) ... -2.6 / -4.6 eV
Orbital gap (alpha / beta) ... 0.28135 / 0.20919 Ha

Here are the natural (NBO) charges for atoms 1 to 5, given in e:
1. H 0.22
2. C 0.28
3. C 0.20
4. H 0.47
5. H 0.24

***

[8]
The following is a quantum chemistry calculation of C40H39Br2N4OS3Ti as an isolated structure, from the Open Molecules 2025 dataset.

```
! RIJCOSX wB97M-V def2-TZVPD def2/J DEFGRID3
* xyz 1 1
H -0.026 -1.380 -6.504
H -6.853 -1.788 -1.640
H 2.071 -2.564 -7.086
H 1.815 -1.334 5.574
C -2.344 -1.308 -0.750
S -2.906 0.639 -3.858
C 2.914 1.137 6.069
C -1.539 1.434 -3.143
C 2.959 -2.255 -5.158
C -1.846 -0.654 -4.392
C -4.707 2.391 0.654
C -3.567 -2.102 -0.871
H 2.739 3.898 0.549
C -5.442 4.561 1.294
C -0.069 -1.683 0.183
H -2.600 -3.954 -0.356
C -1.028 -1.994 -0.776
Br -6.812 5.765 1.724
O -0.232 1.838 0.637
H 3.330 -0.267 -0.431
C 1.944 -2.143 -6.098
H 3.005 -1.901 4.398
C 0.915 0.643 3.856
C 2.754 1.775 0.063
C 3.457 3.120 0.285
C -3.531 -3.482 -0.638
C 2.850 -1.231 5.245
H 2.403 -3.745 -0.850
C 4.672 0.301 4.527
H -4.656 -5.300 -0.563
H -6.761 2.882 0.991
C 0.491 -3.552 -1.797
H 3.877 -2.767 -5.414
H -1.501 -3.172 -2.514
C 0.769 -1.482 -5.780
H 2.467 2.051 -2.047
C -5.923 -2.255 -1.345
H 4.196 3.056 1.086
H 3.546 0.847 6.910
H 1.267 0.980 -1.328
C 2.028 1.400 1.366
S -1.611 2.877 -2.130
H -3.851 6.003 1.517
C 0.644 1.434 1.576
H 1.155 2.732 -1.096
C 1.630 -1.046 -3.561
H 4.939 -0.367 3.706
H 1.892 -2.095 0.928
C 3.185 0.219 4.868
C -5.743 3.241 0.984
C -4.685 -4.235 -0.751
H 4.569 0.595 0.492
C 0.113 1.033 2.809
H 4.309 0.981 -1.200
H -6.775 -4.217 -1.217
C 0.621 -0.951 -4.507
N -0.407 0.895 -3.422
C 1.441 -3.249 -0.831
H -2.098 4.346 0.937
H -4.798 -0.430 -1.405
C 2.805 -1.701 -3.896
C 1.845 1.894 -1.164
C -0.751 -2.937 -1.767
C -3.145 4.063 0.959
C -4.118 4.984 1.280
N -0.571 -0.236 -4.159
H 3.603 -1.777 -3.170
C 2.808 1.017 2.464
N -3.429 2.795 0.636
H 1.498 -0.595 -2.587
H 0.463 0.336 4.789
H -4.887 1.357 0.392
C 1.159 -2.321 0.163
S -2.397 -2.061 -5.044
C -5.877 -3.624 -1.113
H 3.972 3.428 -0.627
H 3.129 2.178 5.822
H 1.876 1.075 6.400
H 4.974 1.316 4.262
Br -1.777 0.979 3.000
Ti -1.824 1.623 -0.197
H 5.258 0.000 5.396
H 0.715 -4.269 -2.575
H 3.879 1.017 2.330
H 3.492 -1.563 6.063
C -4.778 -1.495 -1.213
C 3.803 0.703 -0.275
H -0.300 -0.970 0.966
N -2.379 -0.031 -0.607
C 2.300 0.645 3.698
*
```

Results
Lowest unoccupied orbital energy ... -4.2 eV
Orbital gap ... 0.22500 Ha

Here are the Löwdin charges for atoms 1 to 5, given in e:
1. H 0.10
2. H 0.11
3. H 0.11
4. H 0.08
5. C -0.23

***

[9]
The following is a quantum chemistry calculation of a single C8H8N2O molecule at a distorted geometry, from the Open Molecules 2025 dataset.

```
! RIJCOSX wB97M-V def2-TZVPD def2/J DEFGRID3
* xyz 0 1
C 0.251 -1.388 0.165
H 1.713 1.126 0.160
N 0.243 0.947 -2.447
N -0.129 -1.293 -2.439
H 1.143 -0.293 1.802
H -1.088 2.271 0.523
C -1.664 -2.703 1.444
H -0.453 0.028 1.572
C 0.404 -0.106 1.044
C 0.615 1.127 0.093
H 0.021 2.975 -0.615
H 0.467 2.959 0.987
H 1.213 -2.013 0.432
C 0.431 0.529 -1.248
C -0.103 2.529 0.269
C -0.738 -2.246 0.846
O -0.120 -0.171 -3.213
H -2.334 -3.366 1.861
C 0.128 -0.912 -1.236
*
```

Results
SMILES ... C#C[C@@H]1C[C@H](C)c2nonc21
Lowest unoccupied orbital energy ... 0.5 eV
Orbital gap ... 0.39880 Ha

Here are the natural (NBO) charges for atoms 1 to 5, given in e:
1. C -0.33
2. H 0.22
3. N -0.10
4. N -0.06
5. H 0.22

***

Values for E_tot, Ha, ordered as above
-2465.24432; -1634.50047; -697.38002; -282.52474; -3130.89297; -1508.07171; -1806.54260; -9033.89435; -494.18712